Record 1
This record from the OMol25 dataset describes a single CH3IO2S2 molecule at a distorted geometry. The level of theory is wB97M-V/def2-TZVPD.

Positions of all 9 atoms, in Å:
1 C 0.08259 0.95019 -0.59490
2 O 0.70981 0.35321 1.80809
3 O 0.41928 -1.59525 0.45435
4 S -2.05864 -0.34472 1.09428
5 S -0.14724 -0.14411 0.74645
6 I 0.58330 -2.78093 -1.14365
7 H 0.02620 1.93412 -0.05123
8 H 1.11570 0.78901 -0.99110
9 H -0.73102 0.83848 -1.32230

Force components x, y, z for each atom (eV/Å):
C 0.7566 0.6308 -0.3915
O -0.4351 -0.4563 -0.7190
O 0.8146 -0.3880 -0.4041
S 1.1122 0.1887 -0.3326
S -1.5651 0.0619 2.1812
I -0.3087 0.5632 0.1929
H 0.0338 -0.8893 -0.7819
H -0.8889 0.2551 0.1207
H 0.4805 0.0341 0.1343

Results
HOMO-LUMO gap ... 7.19 eV
Maximum force ... 2.685 eV/A
SMILES ... C[S@@](=O)(=S)OI
LUMO level ... -2.0 eV

Record 2
This record from the OMol25 dataset describes a gas-phase ion, C4H10NO (charge +1) at a distorted geometry. The level of theory is wB97M-V/def2-TZVPD.

Positions of all 16 atoms, in Å:
1 C -1.02084 0.28069 1.14233
2 C -1.34100 -0.73816 0.04746
3 C 1.13204 -0.78159 0.34909
4 C 0.20240 1.23165 -0.95542
5 N -0.07350 0.01735 0.11612
6 O -0.01696 0.74799 -2.16840
7 H -1.52758 1.26227 1.11596
8 H -0.71644 -0.16415 2.14876
9 H -1.25125 -1.83941 0.30413
10 H -1.89254 -0.56811 -0.90970
11 H 1.52357 -0.97765 -0.68862
12 H 1.84905 -0.15664 0.77603
13 H 0.88401 -1.54408 1.07745
14 H -0.52961 2.06310 -0.83073
15 H 1.17732 1.63937 -0.69344
16 H 0.71746 0.13220 -2.45073

Force components x, y, z for each atom (eV/Å):
C -1.2456 -1.0318 1.5870
C 0.0135 -0.5171 -0.3712
C -0.3363 0.4686 -1.3870
C -1.3717 0.1735 1.6851
N 0.9203 1.3755 -1.7014
O 1.4573 -1.6253 -1.8927
H 0.5308 -0.6958 0.1718
H -0.7499 0.9045 -1.4049
H 0.0597 1.6201 -0.2914
H 0.1217 0.3014 1.3245
H -0.4049 -0.9885 1.3252
H 1.2666 1.1032 0.9442
H 0.2527 -0.7065 -0.5978
H 0.2136 -0.9203 0.5572
H 0.3487 -0.4955 -0.0580
H -1.0764 1.0339 0.1094

Results
HOMO-LUMO gap ... 13.19 eV
Net charge ... +1
Maximum force ... 2.889 eV/A
SMILES ... C[N+]1(CO)CC1
LUMO level ... -3.1 eV

Record 3
This record from the OMol25 dataset describes a gas-phase ion, C37H37O2Si (charge +1) at a distorted geometry. The level of theory is wB97M-V/def2-TZVPD.

Positions of all 77 atoms, in Å:
1 C 3.94579 1.56331 -1.84737
2 Si 2.45182 1.58259 -2.94885
3 C 1.94739 3.27780 -3.50154
4 C 2.57932 0.34877 -4.32302
5 O 1.15001 1.11980 -1.78650
6 C -0.06863 0.64985 -1.84300
7 C -0.98551 0.93261 -0.63063
8 C -2.36455 1.41799 -1.23676
9 C -3.17320 0.39577 -1.70487
10 C -4.49506 0.61964 -2.08988
11 C -4.99666 1.92756 -2.10896
12 C -4.14056 2.97860 -1.76846
13 C -2.82944 2.73115 -1.33585
14 C -0.45709 -0.07366 -3.02995
15 C -1.22659 0.51081 -4.08224
16 C -1.57757 -0.24199 -5.19991
17 C -1.20753 -1.58537 -5.29292
18 C -0.42551 -2.15765 -4.29493
19 C -0.04020 -1.42057 -3.18412
20 H 4.82826 1.80147 -2.46384
21 H 3.86337 2.31659 -1.05690
22 H 4.10206 0.58663 -1.37734
23 H 2.67339 3.63194 -4.23711
24 H 0.96209 3.27745 -3.95935
25 H 1.94007 3.96931 -2.66100
26 H 3.45236 0.63790 -4.91463
27 H 2.73762 -0.66416 -3.95274
28 H 1.70764 0.34530 -4.97601
29 H -0.52649 1.75590 -0.02305
30 H -2.78477 -0.62356 -1.72107
31 H -5.12643 -0.20879 -2.37341
32 H -6.03136 2.12514 -2.41344
33 H -4.50105 4.01257 -1.83905
34 H -2.18065 3.55464 -0.99844
35 H -1.55105 1.55104 -3.97511
36 H -2.14968 0.22389 -6.01154
37 H -1.50113 -2.18907 -6.15029
38 H -0.08564 -3.19067 -4.36247
39 H 0.60713 -1.82585 -2.40770
40 C -5.49625 1.49066 4.35274
41 C -4.35665 1.07128 3.46724
42 C -4.57075 0.19400 2.40786
43 C -3.49846 -0.23134 1.61463
44 C -2.22818 0.32781 1.73125
45 C -1.13196 0.02461 0.65249
46 C 0.18223 -0.53791 1.35203
47 C 0.56088 -0.55281 2.71331
48 C 1.90300 -0.78266 3.06145
49 C 2.80127 -1.19379 2.09109
50 O 4.13179 -1.45165 2.31728
51 C 4.58628 -2.29444 3.33944
52 C 5.16573 -3.53073 2.97108
53 C 5.44655 -4.46417 3.97488
54 C 5.24444 -4.13553 5.31188
55 C 4.75906 -2.88458 5.66105
56 C 4.46308 -1.93516 4.68009
57 C 2.36490 -1.37254 0.77235
58 C 1.04272 -1.15643 0.45847
59 C -2.00529 1.15555 2.84678
60 C -3.05659 1.51742 3.69517
61 H -5.12442 1.91431 5.27745
62 H -6.12309 2.23442 3.86741
63 H -6.12966 0.64173 4.59295
64 H -5.58380 -0.17889 2.22270
65 H -3.71777 -0.91846 0.77828
66 H -1.53874 -0.83029 0.03450
67 H -0.12814 -0.25366 3.49066
68 H 2.23283 -0.64328 4.07816
69 H 5.35769 -3.72431 1.90206
70 H 5.82745 -5.44164 3.66734
71 H 5.48921 -4.86244 6.06885
72 H 4.59567 -2.62738 6.69906
73 H 4.14415 -0.92107 4.92767
74 H 3.07142 -1.71145 0.01632
75 H 0.70318 -1.37193 -0.56356
76 H -1.03482 1.61581 2.99095
77 H -2.87091 2.15629 4.56095

Force components x, y, z for each atom (eV/Å):
C -0.0931 0.0879 -0.1198
Si 0.1446 -0.2124 0.1759
C 0.0591 -0.2588 0.1809
C -0.1188 0.0842 0.1131
O -2.4826 -0.5575 0.0810
C 2.3240 1.2126 2.1970
C 0.5321 3.7565 0.8386
C 0.7520 -0.9320 0.2618
C -0.8402 -0.5478 0.0754
C 0.2449 0.5814 -0.0050
C 0.3626 -0.1342 -0.0430
C 0.0525 0.1818 -0.0576
C 0.3477 0.1783 0.5791
C -1.0059 -1.0959 -2.3344
C 0.3490 -0.0873 0.9232
C -0.0031 0.0786 -0.0444
C 0.1586 0.0886 0.0757
C 0.1145 -0.1395 0.1658
C 0.0461 1.1174 0.4760
H -0.2156 -0.0838 0.2346
H 0.0492 -0.1084 -0.1024
H -0.0008 0.1255 -0.0955
H -0.0426 0.0395 0.0006
H -0.1191 0.0230 -0.1356
H 0.0122 0.0851 0.0239
H 0.0025 -0.0613 -0.0419
H 0.0606 -0.0028 -0.0050
H -0.0161 0.0093 -0.0494
H 0.0626 0.3367 -1.5668
H -0.2052 0.1673 0.0548
H -0.0114 -0.0739 -0.0607
H 0.5000 -0.0765 0.1588
H 0.2076 -0.4800 0.1198
H -0.4229 -0.3466 -0.2345
H 0.0789 -0.4053 -0.1501
H 0.2237 -0.1929 0.4494
H 0.0417 0.2246 0.1691
H -0.1752 0.2397 -0.0863
H -0.2110 -0.2553 -0.3585
C 0.1268 -0.0541 -0.1011
C 0.0593 -0.1488 -0.0321
C 0.3999 -0.4014 -0.0037
C -0.8426 0.1566 -1.0046
C 0.5221 0.6076 -0.5866
C -1.2121 -4.2373 0.4394
C -1.0482 0.0564 -0.6882
C 0.2925 1.0878 -0.8619
C -0.5889 -0.4188 -0.2615
C 0.1724 -0.3293 -0.2531
O 0.7017 0.1921 -0.0229
C -0.1748 -0.5866 0.0046
C -0.5664 0.5892 0.0425
C 0.2019 0.3932 -0.7420
C -0.0680 -0.0894 -0.2254
C 0.0808 0.3233 -0.2053
C -0.1023 -0.1495 -0.3298
C 0.3355 -0.5801 0.2641
C 0.6296 0.7509 -0.6860
C -0.3515 0.5153 -0.6395
C 0.2681 -0.1886 -0.0151
H 0.0102 0.1002 0.1890
H -0.0513 0.1240 -0.0886
H -0.0685 -0.0946 0.0521
H 0.4418 0.0143 0.0230
H 0.2102 0.3647 0.5315
H 0.1083 -0.1804 1.5452
H 0.0519 0.0387 -0.0878
H -0.1456 -0.1621 0.0885
H -0.2689 -0.0210 0.7076
H -0.0390 0.3319 0.3022
H -0.0765 -0.0591 0.1702
H 0.1360 -0.0205 0.0314
H 0.0103 -0.4206 0.0567
H -0.1051 -0.1398 0.2733
H 0.1567 0.2100 0.5050
H -0.0329 -0.0302 0.0524
H 0.0635 -0.1096 -0.3068

Results
HOMO-LUMO gap ... 6.40 eV
Net charge ... +1
Maximum force ... 4.429 eV/A
LUMO level ... -4.2 eV

Record 4
This record from the OMol25 dataset describes a molecular structure, C40H41BBr2F4N8O4PY. The level of theory is wB97M-V/def2-TZVPD.

Positions of all 102 atoms, in Å:
1 Y 0.74554 -0.65546 0.77809
2 N 1.71156 -2.20380 -0.93375
3 C 3.16508 -2.45754 -0.79767
4 C 3.51631 -2.59183 0.68409
5 O 4.43575 -3.35486 0.99576
6 N 2.70518 -1.89873 1.48181
7 C 2.64345 -2.37636 2.84285
8 C 1.18538 -2.61163 3.19333
9 O 0.80119 -2.94396 4.29657
10 O 0.34992 -2.34129 2.19916
11 H 1.23945 -3.04244 -0.59738
12 H 1.47209 -2.13581 -1.91689
13 H 3.72396 -1.64187 -1.25622
14 H 3.46726 -3.38124 -1.29023
15 H 3.03476 -1.66504 3.57942
16 H 3.20619 -3.30326 2.97387
17 Br 6.67945 3.14001 -0.57124
18 C 5.12244 2.13273 -0.24658
19 C 4.44406 1.54609 -1.29742
20 C 3.31058 0.82163 -0.98379
21 N 2.84830 0.66140 0.25089
22 C 3.49868 1.24991 1.25922
23 C 4.65264 1.99319 1.04487
24 C 2.89408 1.12513 2.62065
25 C 3.52596 1.64516 3.73981
26 C 2.87598 1.57482 4.95882
27 Br 3.71241 2.26201 6.49870
28 C 1.62015 1.01096 5.04262
29 C 1.07230 0.50582 3.87785
30 N 1.69407 0.53843 2.70269
31 H 4.77813 1.64499 -2.32000
32 H 2.74844 0.34067 -1.77586
33 H 5.17261 2.47936 1.85368
34 H 4.50119 2.09946 3.67878
35 H 1.08392 0.95634 5.97798
36 H 0.08542 0.05761 3.89799
37 O -1.64737 -3.09485 0.74838
38 N -1.38694 -2.17221 -0.25523
39 C -2.33890 -2.23112 -1.10130
40 C -2.54125 -1.54027 -2.39182
41 C -3.67517 -2.01341 -3.06793
42 C -4.01724 -1.56073 -4.32835
43 C -3.21235 -0.62320 -4.95361
44 C -2.09527 -0.14060 -4.29617
45 C -1.75015 -0.56252 -3.01269
46 P -0.24355 0.18379 -2.26475
47 C 0.89392 -0.24407 -3.66505
48 C 0.89394 -1.57529 -4.09485
49 C 1.77939 -2.01751 -5.06457
50 C 2.68262 -1.13057 -5.63482
51 C 2.67862 0.19561 -5.23443
52 C 1.79438 0.63727 -4.25620
53 C -0.56273 1.97197 -2.48181
54 C 0.49995 2.85019 -2.26039
55 C 0.32827 4.21795 -2.36907
56 C -0.92468 4.73571 -2.66110
57 C -2.00064 3.87839 -2.82298
58 C -1.82408 2.50460 -2.73282
59 H -0.94370 -2.94274 1.42471
60 H -3.13153 -2.93579 -0.85614
61 H -4.29042 -2.76563 -2.59005
62 H -4.89845 -1.94781 -4.82280
63 H -3.45185 -0.26904 -5.94778
64 H -1.46760 0.59206 -4.78793
65 H 0.16999 -2.27563 -3.68876
66 H 1.75746 -3.05291 -5.38020
67 H 3.37615 -1.46930 -6.39338
68 H 3.36376 0.90161 -5.68729
69 H 1.80060 1.68151 -3.97752
70 H 1.46133 2.46841 -1.94777
71 H 1.16321 4.87686 -2.17094
72 H -1.06894 5.80665 -2.72280
73 H -2.98886 4.27683 -3.01508
74 H -2.68084 1.85636 -2.85805
75 F -0.59123 3.72873 0.43685
76 B 0.49858 3.04591 0.93448
77 F 1.71593 3.53667 0.46336
78 F 0.46670 2.96633 2.31110
79 F 0.39912 1.64076 0.37886
80 C -3.89315 -1.57375 4.83691
81 C -2.54878 -2.16891 4.49334
82 N -1.84354 -1.29218 3.57255
83 C -2.44686 -0.55102 2.59662
84 N -1.68860 0.00064 1.68303
85 C -2.35636 0.84341 0.67983
86 C -3.65535 1.45342 1.15852
87 C -4.53426 0.34597 1.68295
88 N -3.80631 -0.38265 2.70642
89 C -4.60854 -1.26915 3.53569
90 H -3.75987 -0.65214 5.40788
91 H -4.47958 -2.26839 5.43831
92 H -2.67867 -3.16734 4.05831
93 H -1.92306 -2.28560 5.37764
94 H -0.96936 -1.69258 3.24679
95 H -2.55881 0.25731 -0.22743
96 H -1.69015 1.64221 0.38705
97 H -4.14789 1.98402 0.34215
98 H -3.45246 2.17255 1.95528
99 H -4.83424 -0.32413 0.86364
100 H -5.44771 0.73209 2.13867
101 H -4.83068 -2.20541 3.00417
102 H -5.55981 -0.76792 3.71790

Force components x, y, z for each atom (eV/Å):
Y 0.0847 0.2645 -0.1723
N 0.1187 -0.1526 -0.0865
C 0.0151 0.0508 0.0517
C 0.1108 -0.0680 -0.0415
O -0.0395 0.0365 0.0069
N -0.0875 -0.1140 -0.0748
C 0.0284 0.0974 -0.0643
C -0.1141 0.0133 0.1701
O 0.0284 -0.0328 -0.1057
O -0.2018 0.0507 0.2264
H -0.0494 0.0192 -0.0022
H 0.0027 0.0420 -0.0252
H -0.0191 0.0024 -0.0019
H 0.0136 -0.0196 -0.0025
H 0.0395 -0.0232 0.0222
H -0.0088 -0.0293 0.0314
Br 0.0007 0.0019 -0.0024
C -0.0162 0.0090 0.0207
C 0.0326 0.0268 0.0150
C -0.0284 -0.0308 -0.0191
N 0.0100 0.0546 -0.0079
C -0.0526 -0.0536 0.0925
C -0.0062 -0.0087 -0.0348
C 0.0595 0.0236 -0.1111
C -0.0169 0.0030 -0.0331
C 0.0017 -0.0087 -0.0189
Br 0.0043 0.0069 0.0066
C 0.0525 0.0371 0.0371
C -0.0864 -0.0481 0.0191
N 0.0600 0.0010 0.0387
H -0.0091 -0.0101 0.0031
H 0.0037 0.0008 -0.0036
H -0.0023 0.0047 0.0094
H 0.0041 0.0004 0.0186
H -0.0170 -0.0164 -0.0197
H 0.0360 0.0156 -0.0145
O 0.0062 0.0360 -0.0336
N -0.1051 -0.1799 -0.0226
C 0.1083 0.1150 -0.0597
C 0.0025 -0.0797 0.0843
C -0.0222 0.0275 -0.1004
C -0.0180 -0.0549 0.0910
C 0.0338 0.0458 -0.0574
C -0.0235 0.0003 -0.0519
C -0.0097 -0.0984 0.1855
P -0.1341 0.0972 -0.2505
C 0.0098 -0.0369 0.0937
C 0.0098 -0.0143 -0.0279
C -0.0061 0.0089 0.0105
C 0.0142 -0.0049 -0.0161
C 0.0023 0.0222 0.0047
C -0.0033 0.0000 -0.0168
C 0.0819 0.0160 0.0808
C -0.0570 -0.0558 -0.0770
C -0.0366 0.0258 -0.0136
C 0.0196 0.0095 0.0055
C -0.0089 -0.0023 0.0055
C -0.0263 0.0088 -0.0366
H 0.0551 -0.0960 0.0266
H -0.0049 -0.0191 0.0014
H 0.0029 0.0057 -0.0036
H 0.0034 -0.0031 0.0095
H 0.0142 0.0087 0.0054
H -0.0060 0.0064 -0.0090
H 0.0124 0.0074 0.0109
H -0.0018 0.0113 0.0039
H -0.0083 -0.0026 0.0075
H -0.0065 -0.0109 0.0012
H -0.0065 0.0197 0.0163
H 0.0743 0.0137 0.0100
H -0.0080 -0.0074 -0.0042
H 0.0024 -0.0100 -0.0084
H 0.0035 -0.0030 0.0049
H -0.0036 0.0049 0.0114
F 0.0326 -0.0152 0.0162
B -0.0012 -0.0337 -0.1402
F -0.1180 -0.0479 0.0775
F 0.0359 -0.0270 -0.0282
F 0.0665 0.2045 0.3246
C -0.0428 0.0342 -0.0773
C 0.0387 -0.0391 0.0818
N 0.0012 -0.0976 -0.0224
C -0.1240 0.1105 0.0360
N 0.0723 -0.0913 -0.2042
C -0.0376 -0.0378 -0.0106
C -0.0321 0.0228 0.0394
C 0.0265 -0.0222 0.0120
N 0.0442 0.0007 -0.0662
C 0.0364 -0.0246 0.0771
H -0.0214 0.0067 -0.0096
H 0.0056 -0.0099 -0.0008
H -0.0210 0.0137 -0.0125
H 0.0051 -0.0302 -0.0160
H 0.0632 0.0580 0.0762
H -0.0212 -0.0473 0.0141
H 0.0878 0.0494 -0.0059
H 0.0201 0.0041 -0.0040
H -0.0052 0.0107 -0.0030
H -0.0017 -0.0028 0.0182
H -0.0129 0.0206 0.0060
H -0.0011 0.0155 -0.0048
H -0.0076 0.0173 0.0174

Results
HOMO-LUMO gap ... 7.41 eV
Maximum force ... 0.389 eV/A
LUMO level ... -0.5 eV